Below is one molecule with the formula C3H8O, with properties calculated with wB97M-V/def2-TZVPD.

## Properties
**Gap between HOMO and LUMO**: 0.4000 Eh
**Relative energy (zero: lowest compared OMol25 entry of this formula, charge and spin)**: 14.3 kcal/mol
**HOMO level**: -9.691 eV

XYZ file:
```
12
Properties=species:S:1:pos:R:3:forces:R:3
C -1.802718 0.106701 -0.019284 0.0 0.0 0.0
C -0.380244 -0.420115 0.024003 -0.3 -0.2 0.0
O 0.498463 0.680370 -0.057845 0.0 0.0 0.0
C 1.860816 0.318632 -0.007338 0.3 0.0 0.0
H -1.963182 0.689564 -0.931543 0.0 -0.1 0.1
H -2.523484 -0.717199 0.003381 0.1 0.1 0.0
H -1.991620 0.757896 0.839316 0.0 -0.1 -0.1
H -0.195689 -1.113349 -0.814574 0.0 0.1 0.1
H -0.207682 -0.984956 0.956740 0.0 0.1 -0.1
H 2.001945 -0.769383 -0.057417 -0.1 0.2 0.0
H 2.380466 0.774148 -0.857373 0.0 -0.1 0.1
H 2.322927 0.677695 0.921930 -0.1 0.0 -0.1
```
Forces are in eV/Å.

***

Below is a 2-piece molecular cluster, C6H12O3P overall, with properties calculated with wB97M-V/def2-TZVPD.

## Properties
**Gap between HOMO and LUMO**: 0.2566 Eh
**Relative energy (zero: lowest compared OMol25 entry of this formula, charge and spin)**: 0.0 kcal/mol
**Net charge**: -1
**HOMO level**: -3.404 eV

XYZ file:
```
22
Properties=species:S:1:pos:R:3:forces:R:3
C 0.820323 -0.186910 0.526582 -0.8 -2.4 -0.8
C -1.321413 0.898650 0.310283 -0.1 -3.6 -1.3
C 0.578772 2.109933 -0.725288 0.0 -1.2 1.4
C -0.144215 0.119611 -1.815127 -1.3 -1.5 -1.7
C 0.100191 -2.765994 2.395005 1.8 -1.4 -1.3
C -0.014653 0.728337 -0.442191 0.5 0.3 0.4
O 0.444603 -3.319001 -0.394649 1.3 -0.2 0.2
O 1.854900 0.106034 1.072260 -0.5 0.4 -0.2
O -1.686146 -2.333017 0.452348 -0.5 0.7 0.4
P -0.210965 -2.461642 0.615201 -0.1 1.5 -0.3
H -1.827300 -0.115324 0.362230 0.8 1.0 0.9
H -1.995897 1.402643 -0.281418 -1.5 1.8 -1.4
H -1.159410 1.412283 1.200840 0.1 0.6 1.8
H 1.285871 1.860684 -1.508248 0.7 1.0 0.1
H -0.267153 2.677585 -1.129616 0.5 0.5 0.3
H 0.994763 2.411855 0.269052 0.0 0.6 -1.2
H -0.632496 0.797211 -2.560772 0.3 0.1 0.8
H 0.825113 -0.126566 -2.324617 -0.7 -0.1 0.8
H -0.846543 -0.754976 -1.856482 1.0 0.3 0.3
H -0.421049 -2.048960 2.901078 -1.5 2.0 1.3
H -0.279921 -3.728491 2.691704 -0.3 -0.6 -0.1
H 1.134771 -2.705663 2.726432 0.2 0.0 -0.3
```
Forces are in eV/Å.

***

Below is a 2-piece molecular cluster, C6H12 overall, with properties calculated with wB97M-V/def2-TZVPD.

## Properties
**Gap between HOMO and LUMO**: 0.3978 Eh
**Relative energy (zero: lowest compared OMol25 entry of this formula, charge and spin)**: 44.4 kcal/mol
**HOMO level**: -9.613 eV

XYZ file:
```
18
Properties=species:S:1:pos:R:3:forces:R:3
C 2.424841 1.079014 -0.018207 0.0 -0.2 0.0
C 2.247926 -0.227856 -0.181843 0.1 0.2 0.1
C -0.952879 -1.228347 -0.443964 0.0 -0.1 0.1
C -1.037970 -1.798659 0.755900 -0.1 0.1 -0.1
C -1.130986 0.231887 -0.766034 -0.1 0.0 0.0
C -1.404215 1.146483 0.422965 0.0 0.0 0.1
H 3.157329 1.636623 -0.598463 -0.1 -0.1 0.1
H -0.234921 0.579334 -1.296394 -0.1 -0.1 0.0
H 1.846489 1.641293 0.714709 0.1 -0.1 -0.2
H 1.512880 -0.780757 0.399712 0.2 0.1 -0.1
H 2.820885 -0.795613 -0.914062 -0.1 0.1 0.1
H -0.711199 -1.858761 -1.302213 -0.1 0.1 0.1
H -1.259264 -1.228788 1.656426 0.0 -0.1 -0.2
H -0.899640 -2.870367 0.877713 0.0 0.2 0.0
H -1.956221 0.314139 -1.486674 0.1 0.0 0.0
H -2.302193 0.836391 0.969125 0.1 0.0 -0.1
H -1.556501 2.176367 0.083122 0.0 -0.2 0.1
H -0.564358 1.147620 1.128186 -0.1 0.0 -0.1
```
Forces are in eV/Å.

***

Below is a 12-piece molecular cluster, C10H44N20O12 overall, with properties calculated with wB97M-V/def2-TZVPD.

## Properties
**Gap between HOMO and LUMO**: 0.2923 Eh
**Relative energy (zero: lowest compared OMol25 entry of this formula, charge and spin)**: 142.1 kcal/mol
**HOMO level**: -8.418 eV

XYZ file:
```
86
Properties=species:S:1:pos:R:3:forces:R:3
O -26.367020 -6.914280 3.316090 -0.2 -0.1 -0.2
H -26.717190 -7.064930 2.438070 0.2 0.0 -0.6
H -25.669180 -7.562600 3.410650 0.4 -0.2 0.1
O -29.297960 -7.154040 6.430360 -0.6 -0.2 -0.4
H -29.929010 -6.888670 7.099380 -0.6 -0.2 1.1
H -29.678330 -6.848260 5.606920 -0.1 0.1 -0.6
C -30.090240 -6.926510 2.967750 -0.4 2.9 -0.3
O -31.260700 -6.724330 2.871330 -2.9 0.8 0.2
N -29.172160 -5.991140 3.181080 1.0 3.4 1.3
N -29.544280 -8.048020 2.774920 2.3 -6.8 -1.1
H -28.172160 -6.132650 3.189480 -0.5 0.1 0.3
H -29.537410 -5.082580 3.428480 0.3 0.0 -0.2
H -28.573510 -8.220270 2.994080 -0.3 -0.2 -0.1
H -30.119280 -8.785110 2.392590 0.3 0.0 0.3
C -29.693490 -11.064590 10.493300 2.0 -3.1 0.1
O -28.785200 -11.651620 11.107530 -0.9 0.7 -0.5
N -30.127560 -9.883070 10.764350 -0.7 4.9 2.3
N -30.327270 -11.541070 9.434360 0.1 -2.2 -1.6
H -30.668400 -9.365200 10.086560 0.3 0.1 0.3
H -29.556650 -9.391590 11.437110 -0.4 0.2 -0.1
H -29.953840 -12.420680 9.107340 -0.7 0.1 -0.2
H -31.116910 -11.104180 8.980830 0.2 -0.5 0.1
C -26.100970 -14.889500 6.204080 -5.3 1.5 2.1
O -27.303110 -15.175600 6.294610 -1.0 0.1 -0.6
N -25.252750 -15.683630 5.754110 4.9 -5.0 -3.0
N -25.589110 -13.782200 6.633790 1.3 3.6 1.4
H -25.552560 -16.527220 5.286600 0.3 0.2 0.3
H -24.318090 -15.317950 5.641080 0.0 -0.6 -0.4
H -26.161040 -12.989070 6.886650 0.1 -0.2 0.3
H -24.626720 -13.793160 6.940060 0.0 0.6 -0.1
C -26.012800 -6.517850 6.984230 0.2 0.8 -1.7
O -24.824950 -6.453020 6.929180 3.3 -0.1 -0.5
N -26.694280 -6.906570 7.976000 -1.8 -2.5 7.3
N -26.883960 -6.258210 6.049850 0.5 2.1 -4.0
H -27.699200 -6.985320 7.912400 0.5 -0.4 0.6
H -26.154400 -7.448760 8.635280 -0.6 0.2 0.5
H -26.391910 -6.285810 5.168250 -1.3 0.6 -0.4
H -27.849190 -6.406450 6.307640 0.3 0.2 -1.4
C -25.085420 -11.121260 9.900650 2.1 -0.6 -2.9
O -24.547410 -11.688030 8.928210 1.5 -0.9 1.5
N -24.545460 -10.659040 11.004120 2.5 0.4 2.6
N -26.301900 -10.793370 9.696780 -4.3 1.4 -0.1
H -23.579160 -10.864390 11.214360 -0.2 0.0 -0.2
H -25.044760 -10.175290 11.736770 -0.2 -0.4 -0.4
H -26.562640 -11.132260 8.781760 -0.7 0.4 -0.1
H -26.711840 -10.018730 10.198760 -0.5 -0.5 -0.2
C -24.834810 -12.175000 2.649350 1.4 1.2 -1.1
O -23.655940 -11.853470 2.681120 0.0 -0.4 -0.1
N -25.614090 -12.280280 3.708620 -0.9 0.0 2.7
N -25.551480 -12.372120 1.527460 -1.0 -0.3 -1.7
H -26.621510 -12.319550 3.648200 0.4 -0.2 0.2
H -25.174790 -12.152650 4.609080 -0.3 -0.1 0.2
H -26.550350 -12.401250 1.674140 0.3 -0.2 -0.7
H -25.186960 -12.245450 0.594090 0.0 0.1 0.5
C -27.301190 -10.089940 6.616160 0.2 -0.7 -1.1
O -26.726680 -11.133220 6.766340 1.9 -2.3 0.2
N -27.130580 -9.246700 5.648460 1.9 1.7 -4.0
N -28.284870 -9.718450 7.337120 -3.2 0.3 3.9
H -26.423560 -9.491320 4.969940 -0.2 0.4 0.0
H -27.698480 -8.413360 5.592560 0.6 -0.2 -0.3
H -28.330950 -10.277150 8.177260 -1.1 0.6 0.2
H -28.745600 -8.851370 7.100480 -0.4 -0.3 0.9
C -22.626670 -11.054680 6.064470 1.8 -4.3 1.4
O -22.387810 -12.198790 6.403680 0.2 -3.0 -0.2
N -23.514160 -10.410640 6.695000 -3.8 4.0 1.5
N -21.899360 -10.466200 5.188780 2.0 3.0 -3.0
H -23.989300 -10.887580 7.447910 -0.1 0.1 0.4
H -23.589710 -9.417630 6.526710 -0.5 -0.1 0.4
H -21.970390 -9.459000 5.213340 0.6 -0.2 -0.9
H -21.273080 -11.013340 4.615620 -0.1 0.5 0.2
C -30.861880 -6.286190 9.545570 -1.7 0.1 0.4
O -30.330170 -7.129830 8.892530 1.7 -2.2 -3.2
N -30.572190 -6.131760 10.786600 2.2 0.4 4.8
N -31.912530 -5.568300 9.237160 -2.4 1.8 -2.3
H -29.820430 -6.716550 11.122710 -0.1 0.5 0.3
H -30.843430 -5.294690 11.282430 0.3 -0.4 0.2
H -32.309980 -5.659900 8.313180 -0.1 0.2 0.3
H -32.414010 -5.073590 9.960960 0.0 -0.1 -0.5
C -30.466170 -13.490880 6.926650 0.2 -1.9 -0.6
O -31.543550 -13.250290 7.395510 -2.1 1.8 0.9
N -29.463050 -12.694280 6.644670 1.3 5.0 -0.1
N -30.089310 -14.694310 6.614000 -0.2 -5.0 -0.6
H -28.734840 -12.885870 5.971550 -0.3 -0.5 0.3
H -29.761440 -11.730060 6.681350 0.6 0.2 0.0
H -30.761470 -15.430830 6.774770 0.2 0.1 0.1
H -29.116860 -14.965760 6.641580 0.3 0.1 -0.3
```
Forces are in eV/Å.

***

Below is one molecule with the formula C2H5NS2, with properties calculated with wB97M-V/def2-TZVPD.

## Properties
**Gap between HOMO and LUMO (spin up / spin down)**: 0.2477 / 0.2659 Eh
**Relative energy (zero: lowest compared OMol25 entry of this formula, charge and spin)**: 45.6 kcal/mol
**Expectation value of S²**: 2.009
**Multiplicity**: 3
**HOMO level (spin up / spin down)**: -5.896 / -9.457 eV

XYZ file:
```
10
Properties=species:S:1:pos:R:3:forces:R:3
C -0.847486 0.047102 -0.486420 -1.0 -1.8 -0.6
C 1.403876 0.245557 0.555231 2.0 -0.5 -1.1
N -0.010016 0.451293 0.602084 1.0 -2.1 0.2
S -0.838423 1.772216 -0.260464 -1.3 2.7 -0.7
S -2.431077 -0.802757 -0.156684 -0.5 1.3 0.4
H -0.453725 -0.297008 -1.459353 0.4 0.1 0.6
H 1.849750 -0.758933 0.969104 -1.1 1.9 -0.4
H 1.763088 0.284632 -0.571697 -0.6 -0.1 2.0
H 1.801824 1.160257 1.051834 0.4 -1.0 -0.2
H -2.237808 -2.102356 -0.243632 0.8 -0.6 -0.2
```
Forces are in eV/Å.

***

Below is a 3-piece molecular cluster, C17H30F2N3O2Si overall, with properties calculated with wB97M-V/def2-TZVPD.

## Properties
**Gap between HOMO and LUMO**: 0.1679 Eh
**Relative energy (zero: lowest compared OMol25 entry of this formula, charge and spin)**: 38.2 kcal/mol
**Net charge**: -1
**HOMO level**: -2.234 eV

XYZ file:
```
55
Properties=species:S:1:pos:R:3:forces:R:3
C 2.583334 0.512393 1.865123 0.5 0.7 -0.6
Si 1.473685 1.216903 0.447190 -0.7 -0.7 1.0
C 1.366627 -0.136796 -0.889422 0.2 -0.2 -0.5
C -0.276950 1.518617 1.182819 0.9 -0.4 -0.1
C -1.328603 1.639420 0.011299 0.7 0.3 0.3
C -2.310224 2.873062 0.089337 -3.7 -2.1 0.0
N -3.644750 2.459136 0.281389 1.5 0.8 0.1
F -1.976541 3.833044 1.065496 0.5 -0.6 -1.0
F -2.238937 3.564431 -1.211369 1.1 0.3 0.5
C 2.316161 2.831682 -0.117151 0.4 1.5 -0.5
C 3.622629 2.839269 -0.777010 -1.3 3.0 0.6
C 4.185789 4.157057 -1.123024 -1.2 -0.6 0.7
C 3.491491 5.400728 -0.838369 -1.2 -1.5 0.6
C 2.178505 5.386486 -0.188159 1.4 -2.3 -0.4
C 1.604208 4.093223 0.166210 1.8 0.6 -0.9
H 2.063017 -0.292718 2.439891 0.6 0.6 -0.4
H 3.526535 0.146843 1.360879 -0.8 0.1 0.8
H 2.867245 1.394230 2.509763 -0.3 -1.1 -0.3
H 1.757247 0.175019 -1.894171 -0.3 -0.2 0.8
H 0.304959 -0.477641 -1.040619 1.1 0.3 0.3
H 1.967829 -1.017216 -0.539439 -0.6 0.8 -0.4
H -0.169177 2.420802 1.834752 -0.5 -0.6 -0.5
H -0.488670 0.621180 1.854091 0.1 1.2 -0.9
H -0.812057 1.652245 -0.985526 -0.3 0.1 0.7
H -1.964044 0.714688 0.053962 0.5 1.1 -0.2
H -3.863376 1.872842 -0.537459 0.2 0.2 0.4
H 4.191477 1.902495 -0.987496 -0.6 0.9 0.2
H 5.193408 4.180906 -1.595197 -0.9 0.1 0.4
H 3.931471 6.386998 -1.099781 -0.2 -0.9 0.1
H 1.641919 6.325822 0.063082 0.5 -0.8 -0.3
H 0.608531 4.107019 0.671185 0.9 -0.3 -0.6
C 2.600640 -3.998933 -2.123155 0.1 0.0 0.0
C 1.187034 -3.571697 -1.817724 -0.3 0.2 0.4
O 0.889195 -3.015742 -0.776384 0.1 -0.5 -0.1
N 0.228364 -3.825702 -2.753642 0.3 -0.1 0.0
C 0.379590 -4.469034 -4.041903 -0.5 0.2 0.2
H 3.244435 -3.729280 -1.287911 -0.2 0.0 0.0
H 2.646752 -5.081095 -2.260213 0.1 0.0 -0.1
H 2.963703 -3.489679 -3.017899 0.0 -0.2 0.0
H -0.690737 -3.511219 -2.479901 0.1 0.0 0.0
H 0.054075 -3.773430 -4.818421 0.1 -0.2 -0.2
H -0.261944 -5.352946 -4.067117 0.1 -0.1 -0.2
H 1.407550 -4.765137 -4.232127 0.0 0.1 0.1
C -3.850873 -0.447792 2.830788 0.1 0.0 0.1
C -2.869931 -1.545364 2.509631 0.3 0.3 0.0
O -1.685871 -1.321343 2.324203 0.0 -0.2 0.1
N -3.342652 -2.824042 2.427063 0.0 0.2 0.1
C -4.700033 -3.290103 2.611226 0.5 -0.3 -0.1
H -3.327574 0.506404 2.859007 0.0 -0.1 -0.2
H -4.621255 -0.392092 2.060385 0.0 0.1 0.1
H -4.305776 -0.623849 3.808996 -0.1 0.0 -0.1
H -2.628034 -3.501900 2.208415 -0.1 0.1 0.0
H -4.711648 -4.015101 3.429075 -0.3 0.0 0.0
H -5.025564 -3.786416 1.693795 -0.3 0.0 0.1
H -5.382188 -2.476676 2.841538 0.1 0.0 0.0
```
Forces are in eV/Å.

***

| no. | electronic energy (Eh) |
| --- | --- |
| 1 | -194.3132 |
| 2 | -802.9516 |
| 3 | -235.7474 |
| 4 | -2405.6669 |
| 5 | -930.1388 |
| 6 | -1469.7493 |